1.
This record from the Open Molecules 2025 dataset describes a 10-piece molecular cluster, C4H27N2O11 overall. The level of theory is ωB97M-V with the def2-TZVPD basis set.

Its frontier orbital gap is 9.18 eV. Its LUMO energy is 2.93 eV. The HOMO energy is -0.2297 Eh. As for the electronic energy: -1105.83363 a.u.

The geometry in ORCA input format:
```
! RIJCOSX wB97M-V def2-TZVPD def2/J DEFGRID3
* xyz -1 1
C 0.402 -0.672 -2.381
C -0.056 0.614 -3.087
C -1.313 1.194 -2.516
O -1.209 2.191 -1.554
N 0.870 -0.426 -1.017
C 1.430 -1.365 -0.244
N 2.087 -2.545 -0.695
O 1.594 -1.137 0.961
H -0.380 -1.471 -2.367
H 1.251 -1.079 -2.965
H 0.758 1.343 -3.112
H -0.068 0.460 -4.194
H -2.006 1.696 -3.269
H -1.899 0.316 -2.148
H 0.689 0.472 -0.421
H 2.597 -3.026 0.025
H 1.569 -3.187 -1.309
H -1.233 -1.373 0.941
H -0.903 -2.656 1.784
O -1.533 -2.254 1.180
H -1.352 -1.136 4.213
H -0.178 -0.581 3.339
O -0.790 -1.355 3.469
H 3.232 2.939 -0.600
H 2.024 2.051 -0.978
O 2.719 2.623 -1.348
H 2.340 2.179 1.672
H 3.007 1.167 0.887
O 3.245 1.894 1.494
H -2.372 -2.248 -1.305
H -2.902 -3.523 -0.825
O -2.838 -3.037 -1.657
H -1.930 1.411 0.232
H -0.855 1.218 1.013
O -1.833 1.203 1.191
H -2.236 0.384 2.742
H -2.943 -0.821 2.304
O -2.878 -0.265 3.097
H 0.425 1.074 2.065
H 1.654 0.239 2.551
O 0.914 0.764 2.869
H 0.587 2.791 0.506
H -0.443 2.087 -0.942
O 0.759 1.847 0.398
*
```

---

2.
This record from the Open Molecules 2025 dataset describes a 9-piece molecular cluster, C4H27N3O8 overall. The level of theory is ωB97M-V with the def2-TZVPD basis set.

Its frontier orbital gap is 8.56 eV. Its LUMO energy is 0.21 eV. As for the SMILES: N/C=N\CCCN.O.O.O.O.O.O.O.O. The HOMO energy is -0.3068 Eh. As for the electronic energy: -934.62096 a.u.

The geometry in ORCA input format:
```
! RIJCOSX wB97M-V def2-TZVPD def2/J DEFGRID3
* xyz 0 1
N -2.111 2.036 0.700
C -1.942 1.529 -0.576
N -1.139 0.443 -0.757
C -0.174 0.034 0.197
C -0.762 -0.959 1.335
C -0.562 -0.533 2.845
N 0.848 -0.182 3.011
H -2.336 3.021 0.789
H -1.412 1.685 1.474
H -2.653 1.858 -1.358
H 0.608 -0.445 -0.382
H 0.353 0.923 0.698
H -0.372 -2.023 1.071
H -1.736 -1.085 1.254
H -0.935 -1.392 3.532
H -1.190 0.254 3.205
H 1.348 -0.899 2.626
H 1.212 0.817 3.130
O 0.689 3.722 -1.745
H 1.080 2.896 -1.536
H -0.034 3.427 -2.288
O 3.136 -2.341 0.297
H 2.275 -2.395 -0.202
H 2.938 -2.384 1.304
O 2.004 0.733 -2.344
H 1.028 0.704 -2.278
H 2.344 0.195 -2.915
O 0.687 -3.793 -0.792
H -0.055 -3.580 -1.253
H 0.338 -3.795 0.015
O 0.241 3.708 0.540
H 0.158 4.248 -0.227
H 0.403 4.314 1.268
O 3.007 0.244 1.179
H 3.276 -0.740 0.910
H 3.555 0.826 0.687
O -3.105 -1.239 -2.337
H -3.430 -0.303 -2.103
H -2.398 -1.343 -2.957
O -1.996 -3.056 -0.595
H -2.396 -2.772 -1.433
H -1.824 -2.342 -0.153
*
```

---

3.
This record from the Open Molecules 2025 dataset describes C4H28F12Li2N2O22S4 as an isolated structure. The level of theory is ωB97M-V with the def2-TZVPD basis set.

Its frontier orbital gap is 8.38 eV. Its LUMO energy is -1.21 eV. The HOMO energy is -0.3524 Eh. As for the electronic energy: -4740.37368 a.u.

The geometry in ORCA input format:
```
! RIJCOSX wB97M-V def2-TZVPD def2/J DEFGRID3
* xyz 0 1
Li 4.678 5.208 14.988
Li 1.984 7.323 17.859
C 0.422 6.718 20.587
F 0.356 5.431 20.263
F -0.049 6.889 21.811
F 1.717 7.093 20.579
S -0.552 7.778 19.413
O -1.900 7.364 19.598
O -0.148 9.111 19.689
N 0.089 7.195 18.010
S -1.119 7.077 16.932
O -1.869 5.865 17.036
O -1.825 8.292 16.696
C -0.120 6.826 15.402
F 0.504 5.641 15.384
F -0.929 6.916 14.348
F 0.813 7.796 15.297
C 4.087 8.812 13.962
F 5.072 8.567 13.112
F 3.857 10.107 14.025
F 3.011 8.160 13.538
S 4.467 8.196 15.689
O 5.049 9.237 16.452
O 3.231 7.655 16.163
N 5.456 6.898 15.430
S 6.963 7.398 15.605
O 7.254 8.530 14.771
O 7.462 7.487 16.932
C 7.814 5.983 14.778
F 7.788 4.903 15.606
F 7.149 5.621 13.683
F 9.050 6.267 14.486
O 2.978 8.764 18.819
H 3.111 8.947 19.754
H 3.284 9.563 18.351
O 5.445 4.642 17.806
H 6.249 5.076 18.140
H 5.717 3.751 17.574
O 6.146 2.984 12.011
H 6.802 3.280 11.371
H 5.569 2.383 11.526
O 3.051 5.856 18.536
H 3.870 5.428 18.236
H 2.748 5.320 19.276
O 3.612 5.320 13.195
H 3.397 4.600 12.594
H 3.096 6.076 12.890
O 8.838 8.659 19.834
H 8.765 9.128 20.669
H 8.401 9.248 19.185
O 7.236 11.379 14.991
H 8.142 11.702 14.973
H 7.302 10.450 14.722
O 10.566 8.572 17.457
H 10.370 7.634 17.322
H 9.835 8.861 18.021
O 2.861 11.256 17.552
H 2.157 11.175 16.900
H 3.392 12.004 17.261
O 5.222 3.295 14.571
H 5.559 3.214 13.652
H 5.842 2.786 15.101
O 7.333 10.263 18.237
H 6.558 10.361 18.800
H 7.092 10.681 17.398
O 5.916 7.619 19.221
H 6.517 7.474 18.470
H 5.033 7.679 18.830
O 10.527 5.677 17.289
H 11.374 5.332 17.589
H 10.229 5.064 16.610
O 8.453 3.744 18.266
H 7.788 3.109 17.985
H 9.228 3.206 18.460
*
```

---

4.
This record from the Open Molecules 2025 dataset describes a 10-piece molecular cluster, C4H28N2O11 overall. The level of theory is ωB97M-V with the def2-TZVPD basis set.

Its frontier orbital gap is 9.33 eV. Its LUMO energy is -0.11 eV. As for the SMILES: NCCNCC(=O)O.O.O.O.O.O.O.O.O.O. The HOMO energy is -0.3469 Eh. As for the electronic energy: -1106.22765 a.u.

The geometry in ORCA input format:
```
! RIJCOSX wB97M-V def2-TZVPD def2/J DEFGRID3
* xyz 0 1
N -0.920 -2.339 1.550
C -0.358 -2.644 2.877
C 0.547 -1.589 3.573
N 0.643 -0.290 2.902
C 2.018 0.213 2.650
C 1.938 1.508 1.854
O 2.509 2.538 2.151
O 1.124 1.550 0.744
H -1.543 -1.601 1.653
H -0.308 -2.117 0.736
H 0.074 -3.633 2.666
H -1.249 -2.787 3.521
H 0.206 -1.406 4.533
H 1.600 -2.079 4.015
H 0.117 -0.360 2.059
H 2.538 -0.466 1.896
H 2.400 0.312 3.707
H 1.302 0.715 0.263
O 1.147 -2.448 -3.483
H 1.951 -3.038 -3.366
H 1.413 -1.571 -3.538
O -3.431 1.979 -0.428
H -2.646 2.617 -0.405
H -3.941 2.164 0.318
O 2.963 -0.351 -2.140
H 2.442 0.504 -2.018
H 3.764 -0.256 -1.518
O -2.377 -3.431 -1.425
H -1.645 -3.363 -1.900
H -2.193 -3.350 -0.432
O 0.555 1.278 -3.552
H 0.348 1.575 -2.755
H -0.174 1.819 -3.946
O -0.908 3.587 0.842
H -0.080 3.277 0.744
H -1.241 3.096 1.521
O 0.546 -1.044 -0.761
H 1.180 -1.360 -1.435
H -0.283 -1.191 -1.227
O -0.518 3.451 -2.040
H -1.181 3.394 -1.286
H 0.235 3.800 -1.606
O -2.727 0.975 -2.711
H -2.283 1.616 -2.359
H -3.552 0.750 -2.443
*
```

---

5.
This record from the Open Molecules 2025 dataset describes a 11-piece molecular cluster, C4H28N2O12 overall. The level of theory is ωB97M-V with the def2-TZVPD basis set.

Its frontier orbital gap is 9.98 eV. Its LUMO energy is 0.40 eV. As for the SMILES: CNCC(=O)NC=O.O.O.O.O.O.O.O.O.O.O. The HOMO energy is -0.3521 Eh. As for the electronic energy: -1181.66730 a.u.

The geometry in ORCA input format:
```
! RIJCOSX wB97M-V def2-TZVPD def2/J DEFGRID3
* xyz 0 1
C -1.298 1.236 2.648
N 0.086 1.640 2.444
C 0.996 0.484 2.228
C 1.630 0.694 0.857
O 2.736 1.192 0.712
N 0.954 0.234 -0.261
C 1.471 0.451 -1.553
O 0.723 0.419 -2.508
H -1.916 2.075 2.836
H -1.482 0.473 3.409
H -1.693 0.713 1.725
H 0.472 2.193 3.172
H 0.471 -0.518 2.253
H 1.789 0.448 2.984
H 0.002 -0.117 -0.184
H 2.535 0.633 -1.598
O -3.014 0.274 -1.493
H -2.426 1.070 -1.661
H -3.720 0.359 -2.104
O 2.759 3.889 0.866
H 3.494 4.114 0.254
H 2.873 2.914 0.995
O -1.358 2.158 -2.126
H -0.955 2.630 -1.379
H -0.641 1.561 -2.423
O 0.312 -3.371 -1.213
H 0.181 -4.057 -1.909
H -0.323 -2.656 -1.454
O -1.185 -1.510 -2.340
H -0.545 -0.792 -2.602
H -1.938 -0.987 -1.971
O -0.004 3.135 -0.013
H -0.320 2.817 0.831
H 0.769 3.641 0.168
O -3.318 -1.292 0.680
H -3.187 -0.640 -0.049
H -4.261 -1.400 0.800
O -0.552 -4.392 1.114
H -0.214 -4.008 0.286
H 0.252 -4.706 1.522
O -1.236 -2.061 2.245
H -2.046 -1.794 1.751
H -1.027 -2.952 1.908
O 2.455 -1.755 -1.568
H 3.135 -2.044 -0.968
H 1.695 -2.379 -1.475
*
```

---

6.
This record from the Open Molecules 2025 dataset describes a 11-piece molecular cluster, C4H28NO14 overall. The level of theory is ωB97M-V with the def2-TZVPD basis set.

Its frontier orbital gap is 8.81 eV. Its LUMO energy is 2.55 eV. The HOMO energy is -0.2303 Eh. As for the electronic energy: -1277.40267 a.u.

The geometry in ORCA input format:
```
! RIJCOSX wB97M-V def2-TZVPD def2/J DEFGRID3
* xyz -1 1
O -0.466 1.146 -1.299
C -0.355 0.217 -0.332
C 0.300 0.790 0.981
C 1.614 -0.050 1.005
N -0.426 0.818 2.242
C -0.796 -0.250 2.993
O -1.108 -1.396 2.360
O -1.107 -0.193 4.161
H 0.007 -0.765 -0.660
H 0.653 1.799 0.742
H 1.458 -1.107 1.251
H 2.166 -0.022 0.073
H 2.276 0.344 1.803
H -0.661 1.787 2.399
H 0.372 1.263 -2.579
H 0.189 0.323 -3.782
O 0.786 1.014 -3.494
H 1.208 -2.591 -3.162
H 1.321 -0.971 -3.193
O 1.750 -1.820 -3.005
H -1.655 3.557 0.883
H -0.637 4.143 1.906
O -1.391 3.550 1.835
H -1.308 -1.446 1.412
H -2.326 0.628 0.074
O -1.756 -0.148 0.077
H 1.881 -3.409 -1.290
H 3.026 -2.495 -1.268
O 2.824 -3.418 -1.073
H 2.407 2.608 3.618
H 1.143 1.573 3.519
O 2.072 1.720 3.778
H -1.048 3.857 -1.288
H -1.316 2.399 -0.798
O -1.729 3.320 -0.881
H -1.010 -0.758 -4.469
H -1.450 -1.310 -3.055
O -1.044 -1.550 -3.925
H 3.680 1.302 -2.588
H 2.597 0.576 -2.088
O 3.440 0.915 -1.732
H 0.392 -4.049 1.151
H -0.599 -2.919 1.689
O -0.472 -3.869 1.517
H -2.475 -1.350 -1.311
H -2.741 0.017 -1.986
O -2.817 -0.933 -2.107
*
```

---

7.
This record from the Open Molecules 2025 dataset describes C4H2BiO5 as an isolated structure. The level of theory is ωB97M-V with the def2-TZVPD basis set.

Its frontier orbital gap (spin up / spin down) is 6.03 / 5.76 eV. Its LUMO energy (spin up / spin down) is -10.76 / -11.04 eV. The HOMO energy (spin up / spin down) is -0.6171 / -0.6173 Eh. The expectation value of S² is 0.752. As for the electronic energy: -743.66170 a.u.

The geometry in ORCA input format:
```
! RIJCOSX wB97M-V def2-TZVPD def2/J DEFGRID3
* xyz 2 2
C 3.637 -1.513 0.939
O 4.457 -1.759 1.706
O 2.800 -1.260 0.168
O 0.762 0.304 -1.260
C -0.205 0.826 -0.745
O -1.121 0.096 -0.147
Bi 1.630 -1.521 -1.790
H -0.402 1.910 -0.788
O -4.177 0.897 -0.606
C -3.245 0.640 0.035
C -2.096 0.759 0.705
H -2.040 0.622 1.783
*
```

---

8.
This record from the Open Molecules 2025 dataset describes C4H2Br2N2O2S as an isolated structure. The level of theory is ωB97M-V with the def2-TZVPD basis set.

Its frontier orbital gap is 8.43 eV. Its LUMO energy is -0.36 eV. The HOMO energy is -0.3230 Eh. As for the electronic energy: -5959.56931 a.u.

The geometry in ORCA input format:
```
! RIJCOSX wB97M-V def2-TZVPD def2/J DEFGRID3
* xyz 0 1
C 1.942 -1.418 -0.703
C 1.201 0.941 0.558
C 3.162 -1.036 -0.428
C 2.241 1.500 0.022
N 0.936 -1.792 -1.321
N 0.043 0.823 1.018
O -0.266 0.594 2.122
O -0.922 0.788 -0.033
S 3.673 0.773 -0.704
Br 4.376 -2.194 0.343
Br 2.538 3.412 -0.037
H -1.496 1.480 0.114
H 0.012 -2.011 -0.848
*
```

---

9.
This record from the Open Molecules 2025 dataset describes a 3-piece molecular cluster, C4H2BrF3O overall. The level of theory is ωB97M-V with the def2-TZVPD basis set.

Its frontier orbital gap is 11.36 eV. Its LUMO energy is 0.47 eV. The HOMO energy is -0.4002 Eh. As for the electronic energy: -3102.38355 a.u.

The geometry in ORCA input format:
```
! RIJCOSX wB97M-V def2-TZVPD def2/J DEFGRID3
* xyz 0 1
C 1.013 -1.344 -0.649
C 1.442 -0.453 -0.013
C -2.248 -1.086 1.732
C 2.247 0.580 0.596
O -3.073 -1.852 1.588
F 2.018 0.661 1.992
F 2.143 1.870 0.167
F 3.570 0.272 0.383
Br -1.630 1.632 0.084
H 0.618 -2.181 -1.032
H -2.436 1.054 -0.936
*
```

---

10.
This record from the Open Molecules 2025 dataset describes C4H2BrIN2O2 as an isolated structure. The level of theory is ωB97M-V with the def2-TZVPD basis set.

Its frontier orbital gap is 9.12 eV. Its LUMO energy is 0.02 eV. The HOMO energy is -0.3346 Eh. As for the electronic energy: -3285.28453 a.u.

The geometry in ORCA input format:
```
! RIJCOSX wB97M-V def2-TZVPD def2/J DEFGRID3
* xyz 0 1
C 1.211 0.535 0.427
C 0.012 -1.690 -1.031
C -0.219 2.190 -0.577
C 2.083 0.079 -0.490
N 0.328 1.551 0.281
N -0.878 -1.005 -1.398
O 0.713 -2.577 -0.803
O -0.825 2.959 -1.201
Br 3.354 -1.166 0.020
I 2.196 0.713 -2.463
H 1.180 0.137 1.546
H -1.340 -0.270 -1.777
*
```

---

11.
This record from the Open Molecules 2025 dataset describes one molecule with the formula C4H2Cl5N. The level of theory is ωB97M-V with the def2-TZVPD basis set.

Its frontier orbital gap (spin up / spin down) is 7.09 / 6.75 eV. Its LUMO energy (spin up / spin down) is -0.81 / -1.37 eV. The HOMO energy (spin up / spin down) is -0.2905 / -0.2985 Eh. As for the electronic energy: -2509.17952 a.u.

The geometry in ORCA input format:
```
! RIJCOSX wB97M-V def2-TZVPD def2/J DEFGRID3
* xyz 0 1
C 1.316 0.477 0.065
C 0.848 -0.858 -0.201
C 0.581 1.553 0.530
C -1.432 -0.433 -0.499
N -0.394 -1.181 -0.072
Cl 1.090 3.118 0.297
Cl -0.877 1.389 1.413
Cl -2.914 -0.769 0.041
Cl -1.123 0.532 -1.857
Cl -0.930 -2.806 1.110
H 2.283 0.548 -0.567
H 1.550 -1.569 -0.261
*
```

---

12.
This record from the Open Molecules 2025 dataset describes one molecule with the formula C4H2ClFS2. The level of theory is ωB97M-V with the def2-TZVPD basis set.

Its frontier orbital gap is 7.11 eV. Its LUMO energy is -1.91 eV. As for the SMILES: F/C(Cl)=C/C(=S)C=S. The HOMO energy is -0.3315 Eh. As for the electronic energy: -1509.98151 a.u.

The geometry in ORCA input format:
```
! RIJCOSX wB97M-V def2-TZVPD def2/J DEFGRID3
* xyz 0 1
F -2.954 -0.167 0.118
C -1.717 -0.468 0.510
Cl -1.687 -1.408 1.959
C -0.687 0.102 -0.057
C 0.732 -0.126 0.188
S 1.390 -1.023 1.335
C 1.716 0.578 -0.701
S 1.364 1.396 -2.015
H -0.886 0.651 -0.953
H 2.729 0.465 -0.385
*
```

---

> Which of these has the highest electronic energy?

C4H2BiO5